[1]
Molecular formula: C6H5CeN2O5S
Method: DFT, ωB97M-V with the def2-TZVPD basis set

Positions of all 20 atoms, in Å:
1 O 1.728312 1.896085 -6.014898
2 C 1.319879 1.578948 -4.998500
3 Ce 0.273335 0.146790 -1.107904
4 O -1.619015 2.181650 -3.478178
5 C -0.887110 1.785517 -2.668616
6 C -1.753737 -0.067012 0.172926
7 O -2.759132 -0.142920 0.753260
8 C 1.423733 -1.803988 -0.267606
9 O 1.977362 -2.677155 0.269827
10 C -0.854212 -1.773081 -2.521898
11 O -1.196047 -2.738696 -3.046470
12 H 1.348367 -0.133627 -2.601686
13 N -0.168300 1.264113 3.642181
14 C 0.236705 0.304631 2.817439
15 N -0.024936 -0.950746 3.159749
16 S 1.134611 0.750357 1.322974
17 H -0.223257 1.076631 4.643111
18 H -0.012058 2.194977 3.293335
19 H 0.270362 -1.670428 2.502345
20 H -0.214863 -1.222044 4.128610

Cartesian forces (eV/Å) of the 2 atoms listed first:
-1.05 -0.84 2.64
1.06 0.79 -2.52

LUMO (alpha / beta)	-14.46 / -14.45	eV
gap between HOMO and LUMO (alpha / beta)	7.2 / 7.2	eV
calculated total energy	-43249.0240	eV
net charge	+3


[2]
Molecular formula: C10H23BNO7S
Method: DFT, ωB97M-V with the def2-TZVPD basis set

Positions of all 43 atoms, in Å:
1 C 4.252425 -2.760130 1.008004
2 C 4.983909 -1.637753 0.268154
3 C 4.231477 -0.289531 0.233020
4 C 2.734476 -0.467188 0.248483
5 O 2.102483 0.775091 -0.162219
6 C 0.740359 0.636829 -0.303434
7 C 0.289635 0.497226 -1.753921
8 C -1.204120 0.797025 -1.987943
9 C -2.058432 0.807795 -0.725268
10 O -1.985567 -0.486710 -0.130998
11 B -3.630357 1.096749 -1.053585
12 O -3.954958 1.636574 -2.279923
13 N -4.717784 0.738151 -0.167248
14 C -5.394780 -0.514147 -0.519511
15 C -4.380314 0.759754 1.258495
16 O -1.620523 1.819892 0.200012
17 S -0.034477 2.126599 0.388745
18 O 0.264478 3.240170 -0.462236
19 O 0.191670 2.226604 1.791125
20 H 3.842349 -2.363186 1.946237
21 H 4.938844 -3.578999 1.236693
22 H 3.433612 -3.178108 0.410781
23 H 5.173339 -1.958023 -0.765210
24 H 5.935574 -1.444769 0.763067
25 H 4.490646 0.255537 1.141873
26 H 4.528252 0.259527 -0.666533
27 H 2.432824 -0.716252 1.270511
28 H 2.413184 -1.243292 -0.460453
29 H 0.368981 -0.196246 0.298135
30 H 0.576300 -0.485166 -2.126691
31 H 0.884855 1.225011 -2.307372
32 H -1.639066 0.038300 -2.640699
33 H -1.311945 1.746046 -2.513130
34 H -1.703108 -0.392635 0.788692
35 H -3.412734 2.399810 -2.518123
36 H -6.012800 -0.835341 0.320121
37 H -6.037961 -0.378754 -1.390325
38 H -4.695351 -1.332469 -0.731756
39 H -3.813420 -0.121303 1.581380
40 H -5.309930 0.762186 1.833039
41 H -3.811581 1.652610 1.508577
42 O 4.102142 -0.851357 3.230705
43 H 3.817396 -0.266124 3.940726

Cartesian forces (eV/Å) of the 2 atoms listed first:
-0.12 0.07 0.15
-0.34 0.04 -0.14

LUMO	2.16	eV
gap between HOMO and LUMO	5.1	eV
calculated total energy	-38077.5185	eV
net charge	-1


[3]
Molecular formula: C5H8N3O2
Method: DFT, ωB97M-V with the def2-TZVPD basis set

Positions of all 18 atoms, in Å:
1 C 0.795737 -0.723656 0.011769
2 C 0.084017 1.674489 0.137518
3 C 2.292693 -2.571245 0.641424
4 C 2.117796 -1.367928 0.005199
5 C -1.368136 1.472395 -0.156446
6 N -0.332731 -1.292711 -0.075679
7 N -2.016980 0.481333 0.333849
8 N -1.896361 2.552216 -0.804471
9 O 0.623751 2.717157 0.222708
10 O 0.966951 0.577776 0.205992
11 H 3.224539 -3.017736 0.608610
12 H 1.460632 -3.170838 1.006825
13 H 3.054649 -0.713508 -0.287379
14 H -3.037899 0.608812 0.148916
15 H -1.271790 -0.819833 0.165619
16 H -1.414381 3.422205 -1.182305
17 H -0.344958 -2.291490 -0.054479
18 H -2.937528 2.462562 -0.927670

Cartesian forces (eV/Å) of the 2 atoms listed first:
2.22 2.03 0.68
-2.78 -1.34 -0.68

2S+1	3
LUMO (alpha / beta)	-3.96 / -7.71	eV
gap between HOMO and LUMO (alpha / beta)	6.7 / 6.6	eV
calculated total energy	-13868.3182	eV
net charge	+1


[4]
Molecular formula: C4H2NiO2
Method: DFT, ωB97M-V with the def2-TZVPD basis set

Positions of all 9 atoms, in Å:
1 H 0.205325 -2.487536 -0.699992
2 C -0.467906 -1.638435 -0.641949
3 C -0.662239 -0.499502 -0.030549
4 C -2.796675 1.045987 -0.123796
5 C -1.829855 0.319155 -0.100728
6 H -3.656952 1.691889 -0.082297
7 O 1.678487 -0.498729 0.746998
8 O 0.467644 0.261834 0.648161
9 Ni 1.940986 0.697613 -0.606485

Cartesian forces (eV/Å) of the 2 atoms listed first:
-0.27 0.26 -0.15
0.53 -0.09 0.81

2S+1	4
LUMO (alpha / beta)	-6.78 / -7.17	eV
gap between HOMO and LUMO (alpha / beta)	7.4 / 6.6	eV
calculated total energy	-49300.2483	eV
net charge	+1


[5]
Molecular formula: C17H20N2O4
Method: DFT, ωB97M-V with the def2-TZVPD basis set

Positions of all 43 atoms, in Å:
1 C -3.866639 -1.709341 0.221067
2 C -3.100675 -3.018111 0.331352
3 O -1.857279 -2.939751 -0.374931
4 C -0.838944 -2.385234 0.265049
5 O -0.828528 -2.055769 1.420802
6 C 0.403747 -2.339016 -0.634041
7 N 1.101352 -1.090055 -0.400898
8 C 0.255794 0.001864 -0.346894
9 O -0.916119 -0.141789 -0.633400
10 N 0.791518 1.206633 0.036529
11 C -0.106956 2.354679 0.183315
12 C -1.283411 2.101399 1.148979
13 C -2.548209 2.365916 0.328430
14 C -2.091192 3.364008 -0.731263
15 C -0.732574 2.807758 -1.145260
16 C 2.133542 1.409930 0.337130
17 O 2.544565 2.492812 0.697825
18 C 2.996167 0.241011 0.164467
19 C 4.367531 0.384934 0.375238
20 C 5.216633 -0.685224 0.207438
21 C 4.693429 -1.910107 -0.188272
22 C 3.339549 -2.071176 -0.399773
23 C 2.462967 -0.999186 -0.210526
24 H -3.275434 -0.905130 0.650597
25 H -4.060978 -1.476027 -0.822361
26 H -4.808982 -1.787266 0.755712
27 H -3.642551 -3.841035 -0.139386
28 H -2.895518 -3.254889 1.380567
29 H 1.040104 -3.176879 -0.352649
30 H 0.091531 -2.433202 -1.677892
31 H 0.534529 3.146317 0.578013
32 H -1.262441 1.088481 1.547069
33 H -1.219146 2.794110 1.988496
34 H -2.864461 1.445187 -0.160414
35 H -3.366709 2.741661 0.940468
36 H -1.972904 4.355706 -0.290827
37 H -2.782903 3.434842 -1.569045
38 H -0.878194 1.946393 -1.796176
39 H -0.107855 3.536914 -1.659640
40 H 4.728934 1.358346 0.669123
41 H 6.276697 -0.575130 0.372327
42 H 5.352374 -2.752039 -0.339574
43 H 2.977635 -3.032536 -0.726759

Cartesian forces (eV/Å) of the 2 atoms listed first:
0.35 -0.24 -0.06
-0.37 0.05 0.39

LUMO	0.37	eV
gap between HOMO and LUMO	9.2	eV
calculated total energy	-29125.9431	eV
SMILES	CCOC(=O)Cn1c(=O)n(C2CCCC2)c(=O)c2ccccc21


[6]
Molecular formula: C2H4NO2
Method: DFT, ωB97M-V with the def2-TZVPD basis set

Positions of all 9 atoms, in Å:
1 C 0.827143 -0.615047 -0.320468
2 C 0.467797 0.683046 0.376529
3 N -1.674843 -0.747312 -0.179868
4 O -2.337932 0.441928 -0.198110
5 O -0.331779 -0.528346 0.425267
6 H 0.716382 -0.567558 -1.425606
7 H 1.419173 -1.353961 0.102745
8 H 0.761826 1.078281 1.363148
9 H 0.152230 1.608968 -0.143633

Cartesian forces (eV/Å) of the 2 atoms listed first:
1.29 2.17 -2.20
1.15 1.38 0.33

LUMO	-8.03	eV
gap between HOMO and LUMO	10.0	eV
calculated total energy	-7708.9539	eV
net charge	+1


[7]
Molecular formula: C4H13N2
Method: DFT, ωB97M-V with the def2-TZVPD basis set

Positions of all 19 atoms, in Å:
1 C -0.055531 -1.093837 -1.083647
2 C -0.899058 -0.862837 0.178630
3 C -0.694361 0.356869 1.161673
4 C 0.556615 1.217367 1.027840
5 N 1.767697 0.488725 1.359907
6 N -0.355176 -0.048474 -2.158898
7 H 1.001488 -1.187770 -0.868770
8 H -0.416780 -2.032797 -1.493332
9 H -0.793388 -1.742570 0.816347
10 H -1.942794 -0.923359 -0.131616
11 H -1.560890 0.997598 1.034896
12 H -0.732502 -0.024497 2.177372
13 H 0.562539 2.092243 1.698218
14 H 0.676074 1.557911 -0.011402
15 H 1.647383 -0.426361 1.803374
16 H 2.580840 1.010850 1.722366
17 H 0.466257 0.315838 -2.650047
18 H -0.820639 0.747509 -1.719971
19 H -0.987765 -0.442411 -2.862946

Cartesian forces (eV/Å) of the 2 atoms listed first:
-0.76 -0.19 0.65
0.12 -0.02 0.48

2S+1	2
LUMO (alpha / beta)	-7.26 / -12.35	eV
gap between HOMO and LUMO (alpha / beta)	13.4 / 8.3	eV
calculated total energy	-7319.6635	eV
net charge	+2